1.
16
Properties=species:S:1:pos:R:3:forces:R:3:nbo_charge:R:1 method="wB97M-V/def2-TZVPD" largest_force_ev_per_a=0.5 lumo_energy_ha=0.0248 e_above_lowest_ev=4.647 spin_multiplicity=1 e_homo_ev=-7.09
C -1.424 2.017 -0.129 -0.06 0.00 0.04 -0.66
C -0.520 0.894 0.287 -0.15 0.12 0.02 0.12
C -0.695 -0.027 1.303 0.31 0.28 -0.21 -0.41
C 0.353 -1.904 -0.355 -0.09 -0.38 -0.38 -0.56
C 0.512 -0.795 1.175 0.20 -0.10 0.27 -0.15
C 1.299 -0.391 0.030 -0.01 0.12 0.22 -0.02
N 0.673 0.726 -0.435 -0.10 -0.21 -0.05 -0.57
H -2.268 2.047 0.560 0.10 0.01 -0.07 0.25
H -1.818 1.880 -1.145 0.08 -0.03 0.12 0.21
H -0.914 2.988 -0.102 -0.03 -0.15 0.01 0.21
H 1.156 -2.457 -0.844 -0.02 0.09 -0.07 0.22
H -0.389 -1.497 -1.038 0.13 0.03 0.00 0.24
H -0.163 -2.616 0.297 0.18 0.27 -0.03 0.25
H 0.905 -1.525 1.876 -0.13 0.11 -0.03 0.22
H 2.346 -0.565 -0.213 -0.35 -0.09 0.14 0.23
H 0.948 1.223 -1.267 -0.08 -0.06 0.03 0.41

=====

2.
11
Properties=species:S:1:pos:R:3:forces:R:3:nbo_charge:R:1 method="wB97M-V/def2-TZVPD" largest_force_ev_per_a=2.3 charge=-1 lumo_energy_ha=0.1299 e_above_lowest_ev=0.000 spin_multiplicity=1 e_homo_ev=-4.22
C 0.056 -0.097 0.035 0.75 0.39 -0.81 0.57
C -1.207 -0.668 0.621 -0.15 0.14 1.87 0.35
N 0.153 -0.280 -1.309 -0.15 0.12 -0.35 -0.82
O -2.302 -0.763 0.130 0.45 0.29 0.05 -0.61
O 0.882 0.510 0.682 -0.13 -0.02 0.03 -0.61
O -1.841 0.956 2.838 -0.56 1.00 0.13 -1.03
S -1.193 -0.364 2.668 1.05 -0.58 0.37 0.88
Br -0.183 -2.739 0.908 0.31 -0.73 0.09 -0.54
H 0.184 -0.133 3.277 -1.54 -0.58 -1.66 0.03
H -0.477 -0.926 -1.755 0.03 -0.02 0.12 0.40
H 1.044 -0.110 -1.747 -0.08 -0.01 0.16 0.39

=====

3.
131
Properties=species:S:1:pos:R:3:forces:R:3:mulliken_charge:R:1 method="wB97M-V/def2-TZVPD" s_squared=1.140 largest_force_ev_per_a=2.2 lumo_energy_ha="-0.0253 / 0.0061" spin_multiplicity=2 e_homo_ev="-5.45 / -5.44"
Fe 0.239 -0.016 -0.310 -0.48 0.29 0.16 1.62
C -1.557 1.750 2.385 0.04 -0.22 -0.17 -2.40
C -2.180 0.373 2.285 -0.13 -0.13 -0.44 0.06
P -0.931 -0.871 1.751 0.56 0.68 1.76 1.43
C 0.333 -0.788 3.036 -0.07 0.00 -0.68 -0.61
C 1.681 -1.173 2.452 -0.60 -0.70 0.48 1.54
C 2.830 -0.933 3.387 -0.02 0.15 0.02 -1.39
C 2.632 -0.437 4.636 -0.12 -0.07 -0.30 -0.40
C 1.345 -0.124 5.146 -0.21 0.19 0.27 -1.45
C 0.241 -0.298 4.326 0.21 0.01 0.08 -0.44
C -1.812 -2.416 2.247 -0.14 -0.20 -0.76 0.95
C -1.240 -3.295 3.164 0.04 0.01 0.05 -0.39
C -1.937 -4.418 3.592 -0.07 -0.03 0.00 -0.94
C -3.209 -4.683 3.102 0.08 -0.01 -0.03 -0.77
C -3.770 -3.832 2.162 -0.09 0.02 0.03 -0.83
C -3.075 -2.711 1.735 0.02 0.02 0.03 -0.37
P -0.508 2.220 0.918 -0.66 0.27 0.40 2.95
C 0.425 3.514 1.858 0.42 -0.14 -0.27 0.70
C 1.574 3.139 2.555 -0.05 -0.04 0.02 0.32
C 2.220 4.039 3.390 0.04 0.02 0.01 -0.92
C 1.740 5.331 3.529 -0.02 0.02 -0.03 -0.76
C 0.594 5.712 2.845 0.02 0.02 0.05 -0.83
C -0.064 4.811 2.021 -0.01 -0.07 -0.04 -0.90
C -1.653 3.275 -0.047 0.14 -0.01 -0.13 0.04
C -1.108 4.240 -0.898 -0.02 -0.02 0.02 -0.71
C -1.929 5.048 -1.665 0.01 0.01 -0.03 -0.83
C -3.309 4.890 -1.609 -0.02 -0.06 0.04 -0.72
C -3.856 3.918 -0.787 -0.03 0.02 -0.02 -0.72
C -3.033 3.112 -0.011 0.03 0.00 0.03 -0.44
H -0.888 1.787 3.242 0.08 0.03 -0.02 0.97
H -2.308 2.532 2.514 0.01 0.04 0.02 0.96
H -2.978 0.353 1.538 -0.01 -0.04 0.05 -1.17
H -2.599 0.051 3.239 -0.02 0.00 0.05 0.78
H 1.697 -2.211 2.082 0.07 0.14 -0.21 0.11
H 3.820 -1.182 3.018 0.00 0.01 0.09 0.46
H 3.493 -0.296 5.281 0.03 -0.01 -0.04 0.41
H 1.228 0.254 6.153 0.02 -0.03 -0.05 0.36
H -0.742 -0.047 4.720 0.02 0.01 -0.04 0.42
H -0.255 -3.094 3.566 0.00 0.08 0.02 0.43
H -1.489 -5.079 4.323 0.02 0.01 -0.02 0.44
H -3.756 -5.552 3.448 0.02 0.01 -0.02 0.39
H -4.756 -4.035 1.758 0.04 0.02 -0.02 0.50
H -3.511 -2.066 0.989 -0.02 -0.05 0.10 -0.07
H 1.956 2.132 2.456 0.00 0.07 0.12 0.01
H 3.102 3.726 3.936 -0.02 -0.03 -0.02 0.51
H 2.250 6.036 4.174 -0.02 -0.01 0.00 0.42
H 0.199 6.714 2.964 0.00 -0.02 -0.02 0.44
H -0.968 5.121 1.516 0.01 0.02 -0.01 0.44
H -0.031 4.358 -0.948 -0.01 0.04 -0.01 0.73
H -1.497 5.800 -2.314 0.02 -0.01 0.01 0.45
H -3.953 5.516 -2.213 0.01 0.00 0.00 0.37
H -4.929 3.774 -0.753 0.03 -0.01 -0.01 0.43
H -3.479 2.341 0.599 -0.01 -0.01 0.00 0.03
N 2.150 0.750 0.804 0.09 -0.10 -0.30 0.00
C 1.747 -0.255 1.238 2.00 0.25 0.98 0.04
F -0.459 0.003 -2.574 -0.58 0.24 -0.82 -0.20
C -0.628 1.154 -1.823 0.69 -1.37 -1.11 -0.43
F 0.183 2.080 -2.381 -0.01 0.30 0.23 -0.26
H -1.664 1.453 -1.946 -0.17 0.03 0.79 0.77
C 2.366 -6.091 -1.794 -0.02 0.01 0.00 -1.54
C 1.787 -4.742 -1.480 -0.02 0.01 -0.01 0.77
C 1.882 -3.675 -2.362 -0.06 -0.07 0.00 -1.13
C 1.354 -2.443 -2.018 -0.06 0.05 -0.04 -0.74
N 0.738 -2.205 -0.855 0.10 0.22 -0.05 1.30
C 0.600 -3.250 -0.029 -0.08 0.09 -0.06 -0.20
C 1.108 -4.507 -0.289 0.01 -0.04 -0.09 -1.32
H 2.793 -6.113 -2.796 0.00 -0.01 0.02 0.38
H 1.598 -6.863 -1.727 0.03 0.01 0.00 0.36
H 3.150 -6.345 -1.078 -0.01 0.00 -0.02 0.33
H 2.359 -3.798 -3.328 0.00 0.02 0.03 0.39
H 1.423 -1.605 -2.696 0.01 -0.04 0.06 0.35
H 0.028 -3.085 0.869 0.05 -0.01 0.04 -0.40
H 0.961 -5.303 0.431 -0.01 0.04 0.02 0.55
O 1.867 0.211 -1.718 -0.94 0.17 0.34 0.02
As 3.279 1.068 -1.669 0.69 0.07 -0.21 1.05
C 4.631 -0.147 -0.998 -0.06 0.04 -0.02 0.61
C 4.849 -1.236 -1.840 -0.04 0.13 -0.02 -0.51
C 5.674 -2.275 -1.444 0.05 -0.03 0.07 -0.83
C 6.287 -2.233 -0.199 -0.03 0.01 -0.05 -0.62
C 6.076 -1.149 0.640 0.05 -0.01 0.02 -0.83
C 5.242 -0.111 0.249 -0.02 0.09 -0.04 0.01
C 3.707 1.308 -3.542 -0.14 -0.07 0.00 0.24
C 4.867 1.956 -3.951 -0.01 -0.07 0.10 -0.49
C 5.088 2.184 -5.300 0.03 0.02 -0.01 -0.80
C 4.149 1.769 -6.237 -0.05 -0.02 -0.01 -0.49
C 2.995 1.115 -5.830 0.06 0.05 -0.04 -1.06
C 2.771 0.887 -4.478 0.01 -0.03 0.08 -0.09
C 3.410 2.903 -1.069 -0.15 -0.15 0.07 0.90
C 2.771 3.847 -1.866 -0.05 -0.07 0.00 -0.67
C 2.869 5.195 -1.554 -0.04 0.01 -0.03 -0.70
C 3.621 5.601 -0.462 0.01 -0.04 0.05 -0.66
C 4.275 4.658 0.319 -0.02 0.10 0.04 -0.66
C 4.163 3.309 0.025 -0.05 -0.09 0.01 -0.06
H 4.356 -1.267 -2.805 0.04 -0.06 -0.04 0.35
H 5.843 -3.116 -2.105 -0.05 0.01 0.01 0.44
H 6.920 -3.050 0.123 0.02 0.04 -0.02 0.39
H 6.562 -1.111 1.607 -0.06 -0.01 0.01 0.44
H 5.059 0.705 0.932 -0.02 -0.06 0.06 0.20
H 5.593 2.283 -3.214 0.03 0.05 -0.03 0.40
H 5.987 2.694 -5.625 -0.01 -0.02 0.02 0.42
H 4.316 1.966 -7.289 0.01 -0.03 0.02 0.40
H 2.266 0.793 -6.562 0.00 0.01 0.02 0.47
H 1.868 0.399 -4.130 -0.04 0.01 -0.03 0.17
H 2.189 3.522 -2.721 0.01 0.07 -0.03 0.44
H 2.368 5.930 -2.171 -0.02 -0.04 0.02 0.46
H 3.692 6.653 -0.214 0.03 -0.02 -0.02 0.40
H 4.869 4.976 1.167 -0.04 -0.02 0.02 0.45
H 4.646 2.583 0.660 0.02 0.04 0.01 0.02
C -6.720 -5.048 -2.410 0.04 0.10 0.00 -1.53
C -5.755 -3.955 -2.028 0.06 -0.06 -0.01 0.78
C -4.443 -3.976 -2.480 -0.03 0.01 -0.01 -0.99
C -3.537 -2.967 -2.167 0.00 -0.04 0.04 0.66
C -2.127 -3.075 -2.682 0.00 0.05 0.08 -1.16
C -3.964 -1.891 -1.384 -0.07 0.14 -0.13 0.50
C -5.289 -1.842 -0.929 -0.05 0.03 0.04 1.19
C -5.828 -0.688 -0.119 0.03 -0.05 -0.04 -1.67
C -6.156 -2.883 -1.243 -0.01 0.00 0.02 -0.86
C -3.046 -0.720 -1.071 0.38 -0.05 0.26 -0.26
O -3.436 0.413 -1.364 -0.02 0.03 -0.07 -0.77
O -1.934 -0.988 -0.472 -0.67 -0.10 -0.82 0.45
H -6.188 -5.909 -2.812 -0.03 -0.02 0.01 0.37
H -7.413 -4.693 -3.177 -0.01 -0.03 0.02 0.30
H -7.312 -5.373 -1.554 0.00 0.00 -0.01 0.36
H -4.114 -4.802 -3.105 0.01 0.02 0.03 0.36
H -2.082 -3.759 -3.531 -0.01 0.02 0.00 0.60
H -1.471 -3.457 -1.899 0.04 0.02 0.00 0.04
H -1.735 -2.105 -2.984 0.04 0.01 0.00 0.05
H -5.053 -0.179 0.453 -0.01 -0.02 0.01 -0.03
H -6.601 -1.034 0.570 -0.01 -0.01 -0.03 0.42
H -6.267 0.057 -0.785 0.03 0.03 0.05 0.41
H -7.179 -2.841 -0.879 0.03 -0.01 0.01 0.39

=====

4.
18
Properties=species:S:1:pos:R:3:forces:R:3:nbo_charge:R:1 method="wB97M-V/def2-TZVPD" largest_force_ev_per_a=3.7 smiles=CN[C@@H](CN)C[S-] charge=-1 lumo_energy_ha=0.1339 e_above_lowest_ev=2.604 spin_multiplicity=1 e_homo_ev=-2.74
C -0.456 -1.106 -2.264 0.97 -0.25 -0.36 -0.42
N 0.477 -0.519 -1.227 -1.98 0.04 0.94 -0.65
C -0.036 -0.177 0.198 1.18 2.34 1.13 -0.09
C -1.423 0.601 0.472 -0.21 -2.65 -0.81 -0.52
S -1.653 0.785 2.321 -0.49 0.09 -1.07 -0.62
C 1.177 0.773 0.712 -2.37 2.82 -0.41 -0.22
N 1.402 1.011 2.197 -1.06 -1.42 -1.65 -0.93
H -0.165 -0.795 -3.308 -0.13 -0.08 1.09 0.17
H -1.553 -1.103 -2.245 0.26 0.82 0.83 0.20
H -0.201 -2.139 -2.137 -0.35 -1.08 -0.85 0.17
H 1.061 -1.330 -1.023 0.18 0.60 -0.05 0.34
H 0.059 -0.979 0.963 -0.69 -0.34 -0.93 0.18
H -1.523 1.543 -0.099 0.45 -0.31 0.34 0.19
H -2.258 -0.099 0.056 1.12 1.15 0.70 0.17
H 1.990 0.478 0.085 1.26 -0.32 0.30 0.17
H 0.901 1.836 0.265 0.48 -1.86 0.78 0.16
H 0.304 1.079 2.507 2.56 -0.60 -0.04 0.39
H 1.898 0.140 2.525 -1.19 1.06 0.06 0.32

=====

5.
43
Properties=species:S:1:pos:R:3:forces:R:3:nbo_charge:R:1 method="wB97M-V/def2-TZVPD" largest_force_ev_per_a=0.8 smiles="CCCCC(=O)Nc1ccc(C(=O)NNC(=O)c2cccs2)cc1" lumo_energy_ha=0.0016 e_above_lowest_ev=0.689 spin_multiplicity=1 e_homo_ev=-8.79
C -3.856 -2.274 -2.343 -0.18 0.12 0.11 -0.60
C -4.577 -1.613 -1.176 0.29 -0.11 0.02 -0.40
C -3.682 -1.528 0.059 -0.25 0.07 -0.08 -0.39
H -3.385 -2.536 0.357 0.07 0.01 0.01 0.21
C -4.396 -0.865 1.241 0.06 -0.13 -0.03 -0.50
C -4.892 0.527 0.916 -0.08 -0.32 0.23 0.69
O -6.066 0.823 0.959 -0.22 -0.04 -0.02 -0.59
N -3.993 1.474 0.495 -0.14 0.69 -0.31 -0.63
C -2.604 1.489 0.379 0.53 -0.05 0.05 0.16
C -2.039 2.134 -0.723 -0.09 -0.11 0.14 -0.24
C -0.671 2.192 -0.873 0.23 -0.03 0.14 -0.13
C 0.174 1.608 0.069 -0.38 0.07 -0.02 -0.17
C -0.387 1.003 1.192 0.10 0.06 -0.26 -0.17
C -1.757 0.951 1.349 -0.20 0.02 -0.03 -0.20
H -2.170 0.513 2.242 -0.05 -0.01 0.08 0.21
H 0.241 0.600 1.972 0.06 -0.04 0.09 0.22
C 1.633 1.707 -0.165 0.43 -0.16 0.16 0.64
O 2.152 2.534 -0.897 0.04 0.08 -0.14 -0.63
N 2.395 0.814 0.519 0.29 -0.50 0.29 -0.44
N 3.768 0.789 0.308 -0.32 0.49 -0.25 -0.44
C 4.466 -0.309 0.689 -0.56 0.13 0.12 0.63
O 3.915 -1.228 1.277 -0.02 -0.07 0.01 -0.63
C 5.895 -0.289 0.383 0.74 0.08 -0.23 -0.32
C 6.785 -1.281 0.699 -0.53 0.25 -0.02 -0.19
C 8.096 -0.996 0.275 0.18 0.15 -0.11 -0.26
C 8.190 0.205 -0.356 -0.26 0.19 -0.05 -0.38
S 6.683 1.016 -0.449 0.13 -0.52 0.26 0.44
H 9.060 0.670 -0.776 0.20 0.06 -0.07 0.24
H 8.932 -1.652 0.432 0.16 -0.08 0.01 0.23
H 6.487 -2.174 1.216 -0.11 -0.14 0.09 0.25
H 4.094 1.538 -0.292 -0.09 -0.15 0.08 0.43
H 2.070 -0.027 0.981 -0.01 0.16 -0.15 0.43
H -0.227 2.687 -1.723 0.03 0.05 -0.07 0.24
H -2.685 2.586 -1.461 -0.07 0.01 -0.09 0.22
H -4.458 2.287 0.104 -0.02 -0.18 0.13 0.41
H -5.281 -1.447 1.505 0.05 0.14 0.04 0.24
H -3.740 -0.842 2.111 -0.03 0.00 0.06 0.22
H -2.773 -0.978 -0.191 0.04 -0.11 -0.01 0.20
H -5.477 -2.181 -0.932 -0.09 0.06 0.02 0.20
H -4.894 -0.609 -1.466 -0.10 0.03 0.00 0.20
H -4.506 -2.327 -3.213 0.01 -0.05 -0.13 0.21
H -3.550 -3.284 -2.081 0.06 -0.12 -0.02 0.20
H -2.967 -1.706 -2.613 0.11 0.02 -0.07 0.20

=====

6.
61
Properties=species:S:1:pos:R:3:forces:R:3:nbo_charge:R:1 method="wB97M-V/def2-TZVPD" largest_force_ev_per_a=2.1 lumo_energy_ha=-0.0121 spin_multiplicity=1 e_homo_ev=-7.20
C -0.564 -2.022 3.427 -0.19 1.27 0.28 -0.31
C -0.360 -2.419 2.180 0.16 -0.25 0.07 -0.35
C 0.318 -1.685 1.002 -1.51 -0.81 0.91 0.17
C 1.529 -2.569 0.627 0.68 0.81 0.04 -0.26
N 2.434 -1.906 -0.320 -0.36 -0.98 -0.51 -0.64
C 2.595 -2.653 -1.570 0.68 -0.28 -0.29 -0.42
N -0.737 -1.858 -0.097 -0.01 -0.70 -0.38 -0.57
C -1.319 -0.543 -0.593 -0.26 -1.46 -0.41 0.16
C -2.799 -0.933 -0.835 -0.60 0.99 -0.01 -0.44
C -3.704 0.246 -1.309 -0.44 -0.26 0.44 -0.45
C -4.839 0.550 -0.285 0.22 -0.28 -0.21 -0.50
I -4.996 2.681 0.056 -0.20 -0.55 -0.10 0.08
C -0.576 -0.371 -1.960 -0.97 0.83 0.32 -0.44
C -0.705 1.015 -2.661 1.06 -0.68 -0.77 -0.40
C 0.716 1.461 -3.129 -0.59 0.05 0.48 -0.41
C 1.491 2.266 -2.087 0.74 -0.03 -0.14 -0.07
O 2.552 2.941 -2.768 -0.38 0.02 -0.45 -0.73
C -0.957 0.381 0.612 0.57 1.34 0.21 0.28
N -0.794 1.803 0.370 0.08 -0.43 -0.82 -0.87
Cl -2.255 0.341 1.916 0.28 -0.86 -0.20 -0.06
C 0.463 -0.148 1.002 0.46 -0.82 0.12 -0.40
C 1.253 0.546 2.142 0.13 1.24 -1.66 -0.31
Br 2.477 -0.632 3.106 -0.65 0.28 0.27 0.06
C 2.090 1.757 1.556 0.53 -0.69 1.40 -0.20
C 2.493 2.745 2.697 -0.04 -0.52 -0.94 -0.65
Br 3.807 1.067 0.775 -0.27 0.53 -0.59 -0.08
H -0.687 -0.925 3.744 1.05 -1.58 -0.29 0.27
H -0.600 -2.744 4.247 -0.88 -0.04 -0.39 0.21
H -0.689 -3.444 1.935 1.02 -0.09 -0.13 0.18
H 2.091 -2.775 1.542 -0.41 0.01 -0.05 0.26
H 1.194 -3.545 0.238 -0.19 0.24 0.10 0.18
H 3.344 -1.868 0.109 0.06 0.41 0.16 0.39
H 2.542 -3.750 -1.433 -0.15 0.28 -0.03 0.17
H 3.603 -2.469 -1.967 -0.30 0.12 0.01 0.22
H 1.895 -2.360 -2.364 -0.06 -0.01 0.26 0.18
H -0.364 -2.421 -0.861 0.13 0.35 -0.26 0.42
H -1.477 -2.448 0.283 -0.08 0.20 0.24 0.44
H -3.271 -1.333 0.075 0.47 0.12 -0.04 0.23
H -2.832 -1.760 -1.560 0.20 0.32 0.02 0.21
H -4.171 -0.022 -2.265 0.15 0.20 0.14 0.23
H -3.156 1.175 -1.469 0.19 -0.34 -0.09 0.22
H -5.782 0.121 -0.632 -0.04 0.55 0.02 0.22
H -4.651 0.112 0.698 0.16 0.29 -0.19 0.23
H -1.042 -1.107 -2.637 0.16 0.02 0.32 0.21
H 0.465 -0.698 -1.844 -0.08 0.52 0.09 0.23
H -1.289 0.881 -3.582 -0.05 -0.02 0.33 0.21
H -1.227 1.771 -2.078 0.33 -0.06 0.04 0.21
H 1.297 0.551 -3.336 -0.10 0.26 -0.24 0.20
H 0.619 2.012 -4.069 0.21 0.18 0.26 0.22
H 0.874 2.993 -1.544 -0.12 -0.18 -0.17 0.17
H 1.986 1.602 -1.360 -0.58 -0.03 0.00 0.17
H 3.278 3.061 -2.160 0.28 0.05 0.28 0.48
H -0.767 2.223 1.291 0.10 0.26 0.04 0.39
H -1.596 2.205 -0.099 -0.21 -0.03 0.15 0.37
H 1.058 0.112 0.110 -0.29 -0.44 0.03 0.28
H 0.533 1.012 2.833 0.44 -0.57 0.48 0.31
H 1.586 2.242 0.721 -0.01 -0.19 0.14 0.23
H 2.383 2.228 3.655 0.05 0.33 -0.07 0.25
H 1.888 3.657 2.654 -0.07 -0.27 0.15 0.22
H 3.533 3.020 2.513 -0.16 0.17 0.38 0.23
Cl -0.181 0.629 4.761 -0.36 1.22 1.24 -0.83